No. 1
Below is the ion C5H6Cl3N2 with charge +1 in a non-equilibrium geometry, with properties calculated with the ωB97M-V functional and the def2-TZVPD basis.

## Properties
DFT total energy	-1683.9398	a.u.
net charge	+1
2S+1	1
structure (SMILES)	Cn1c(Cl)c(Cl)[n+](C)c1Cl
molar mass	200.48	g mol⁻¹
maximum force	3.476	eV Å⁻¹
orbital gap	9.903	eV

Element x y z (Å)
1 C -0.51 -2.49 0.00
2 N 0.00 -1.10 0.04
3 C 1.30 -0.69 -0.08
4 Cl 2.53 -1.82 0.05
5 C 1.31 0.70 -0.06
6 Cl 2.57 1.86 -0.18
7 N -0.02 1.09 0.00
8 C -0.48 2.48 0.02
9 C -0.80 -0.06 -0.04
10 Cl -2.46 0.01 0.04
11 H -1.58 -2.44 -0.10
12 H 0.18 -2.89 -0.72
13 H -0.42 -3.15 0.93
14 H -0.49 2.80 1.12
15 H 0.23 3.24 -0.49
16 H -1.39 2.45 -0.53

=====

No. 2
Below is the molecule C15H18N4O in a non-equilibrium geometry, with properties calculated with the ωB97M-V functional and the def2-TZVPD basis.

## Properties
DFT total energy	-876.6494	a.u.
2S+1	1
structure (SMILES)	CCc1c(-c2cncc(C)c2)nn2c1N(C)C(=O)CC2
molar mass	270.34	g mol⁻¹
maximum force	2.729	eV Å⁻¹
orbital gap	9.380	eV

Element x y z (Å)
1 C 1.41 2.79 -0.09
2 C 0.03 2.15 -0.21
3 C 0.00 0.78 0.40
4 C 0.40 -0.48 -0.24
5 C 0.93 -0.79 -1.56
6 C 2.13 -0.26 -1.97
7 N 2.65 -0.47 -3.19
8 C 2.02 -1.27 -4.01
9 C 0.82 -1.88 -3.69
10 C 0.12 -2.79 -4.71
11 C 0.27 -1.62 -2.44
12 N 0.02 -1.47 0.51
13 N -0.46 -0.92 1.68
14 C -0.53 0.47 1.62
15 N -1.08 1.16 2.73
16 C -0.66 2.52 3.11
17 C -1.99 0.50 3.53
18 O -2.44 1.07 4.52
19 C -2.31 -0.96 3.29
20 C -1.02 -1.69 2.80
21 H 1.33 3.82 -0.48
22 H 1.79 2.86 0.95
23 H 2.16 2.26 -0.64
24 H -0.25 2.12 -1.29
25 H -0.72 2.76 0.27
26 H 2.71 0.30 -1.29
27 H 2.42 -1.51 -4.99
28 H 0.84 -3.44 -5.19
29 H -0.62 -3.41 -4.18
30 H -0.34 -2.22 -5.52
31 H -0.66 -2.09 -2.12
32 H -1.26 3.24 2.57
33 H -0.78 2.69 4.16
34 H 0.40 2.70 2.94
35 H -3.11 -1.04 2.51
36 H -2.68 -1.45 4.19
37 H -0.26 -1.71 3.59
38 H -1.26 -2.71 2.45

=====

No. 3
Below is the molecule CH4Cl2N2 in a non-equilibrium geometry, with properties calculated with the ωB97M-V functional and the def2-TZVPD basis.

## Properties
DFT total energy	-1070.2772	a.u.
2S+1	1
structure (SMILES)	ClNCNCl
molar mass	114.96	g mol⁻¹
maximum force	6.312	eV Å⁻¹
orbital gap	9.713	eV

Element x y z (Å)
1 Cl 2.70 0.73 -0.05
2 N 1.11 1.25 0.32
3 C -0.03 0.22 -0.31
4 N 0.12 -1.10 0.33
5 Cl 1.39 -2.22 0.00
6 H 0.91 1.38 1.36
7 H 0.23 0.17 -1.46
8 H -1.00 0.55 -0.05
9 H -0.79 -1.55 0.08

=====

No. 4
Below is a cluster of 2 separate species, C2H9N3O in total in a non-equilibrium geometry, with properties calculated with the ωB97M-V functional and the def2-TZVPD basis.

## Properties
DFT total energy	-321.0408	a.u.
net charge	-1
2S+1	2
molar mass	91.11	g mol⁻¹
maximum force	3.390	eV Å⁻¹
orbital gap (spin up / spin down)	3.209 / 9.476	eV

Element x y z (Å)
1 N -0.90 -0.04 -1.00
2 C -2.08 -0.01 -0.21
3 N -1.88 0.72 1.16
4 H -0.66 -0.91 -1.41
5 H -0.65 0.78 -1.55
6 H -2.83 0.67 -0.74
7 H -2.57 -0.98 -0.18
8 H -1.34 0.03 1.79
9 H -1.26 1.58 1.00
10 C 2.93 -0.02 0.21
11 N 1.73 -0.62 0.24
12 O 3.97 -0.51 0.70
13 H 2.90 1.01 -0.30
14 H 0.77 -0.11 0.07
15 H 1.86 -1.60 0.20

=====

No. 5
Below is a structure of composition C38H31P2SSiTc in a non-equilibrium geometry, with properties calculated with the ωB97M-V functional and the def2-TZVPD basis.

## Properties
DFT total energy	-2917.3369	a.u.
net charge	+2
2S+1	1
molar mass	707.77	g mol⁻¹
maximum force	1.568	eV Å⁻¹
orbital gap (spin up / spin down)	6.679 / 6.727	eV

Element x y z (Å)
1 Tc -0.18 -0.37 1.35
2 C 3.46 -1.08 1.43
3 Si 2.13 -0.33 0.43
4 C 2.58 1.41 0.09
5 C 3.90 1.74 -0.30
6 C 4.27 3.05 -0.51
7 C 3.34 4.08 -0.34
8 C 2.04 3.78 0.04
9 C 1.68 2.45 0.25
10 P 0.00 1.94 0.61
11 C -0.78 2.95 1.87
12 C -1.17 2.40 3.09
13 C -1.80 3.18 4.05
14 C -2.04 4.52 3.79
15 C -1.67 5.07 2.57
16 C -1.06 4.30 1.60
17 C -0.93 2.21 -0.92
18 C -0.33 1.91 -2.15
19 C -1.02 2.14 -3.33
20 C -2.31 2.67 -3.30
21 C -2.91 2.95 -2.08
22 C -2.23 2.71 -0.90
23 C 2.03 -1.32 -1.14
24 C 2.91 -1.16 -2.21
25 C 2.92 -2.08 -3.26
26 C 2.06 -3.18 -3.25
27 C 1.18 -3.36 -2.20
28 C 1.16 -2.41 -1.18
29 P -0.01 -2.45 0.15
30 C -0.35 -4.09 0.71
31 C 0.69 -4.82 1.30
32 C 0.46 -6.13 1.69
33 C -0.79 -6.70 1.49
34 C -1.82 -5.98 0.91
35 C -1.61 -4.66 0.52
36 C -1.54 -1.62 -0.37
37 C -2.44 -1.23 0.65
38 C -3.57 -0.48 0.34
39 C -3.81 -0.13 -0.98
40 C -2.91 -0.49 -1.98
41 C -1.77 -1.21 -1.69
42 H 4.34 -1.17 0.78
43 H 3.20 -2.08 1.78
44 H 3.73 -0.46 2.28
45 H 4.65 0.96 -0.42
46 H 5.28 3.29 -0.80
47 H 3.63 5.11 -0.50
48 H 1.33 4.59 0.17
49 H -0.97 1.36 3.32
50 H -2.10 2.75 5.00
51 H -2.52 5.14 4.54
52 H -1.87 6.12 2.36
53 H -0.83 4.73 0.64
54 H 0.68 1.53 -2.19
55 H -0.54 1.93 -4.28
56 H -2.83 2.87 -4.23
57 H -3.91 3.37 -2.06
58 H -2.71 2.95 0.05
59 H 3.61 -0.33 -2.24
60 H 3.61 -1.94 -4.09
61 H 2.09 -3.89 -4.06
62 H 0.51 -4.21 -2.19
63 H 1.67 -4.38 1.45
64 H 1.26 -6.70 2.14
65 H -0.96 -7.73 1.79
66 H -2.79 -6.44 0.76
67 H -2.41 -4.10 0.06
68 H -2.32 -1.60 1.68
69 H -4.27 -0.20 1.12
70 H -4.69 0.44 -1.23
71 H -3.11 -0.20 -3.01
72 H -1.06 -1.47 -2.47
73 S 1.68 -0.22 4.15
74 C 0.90 -0.20 2.86